One molecule with the formula C5H6Br2O in a non-equilibrium geometry, computed with wB97M-V/def2-TZVPD.

Values from the calculation:
E: -147411.1185 eV
highest occupied orbital energy: -9.8 eV
strongest force on any atom: 3.837 eV Å⁻¹
energy relative to the best compared isomer or geometry (same formula, charge and spin): 58.93 kJ/mol
SMILES: C#C[C@@](C)(O)C(Br)Br

Positions of all 14 atoms, in Å:
1 C 0.0054 0.3032 -2.4570
2 C -0.2829 0.0130 -1.3132
3 C -0.3581 -0.3109 0.0958
4 C -1.4303 0.5182 0.8202
5 O -0.4751 -1.6496 0.4772
6 C 1.3501 0.0962 0.6860
7 Br 2.0115 1.8760 0.1960
8 Br 2.6917 -1.3159 0.1738
9 H -0.0369 0.6840 -3.4399
10 H -1.3587 0.1590 1.7821
11 H -1.1564 1.4833 0.5743
12 H -2.3575 0.3317 0.4396
13 H 0.0004 -2.4120 0.1514
14 H 1.3969 0.2239 1.8138

C5H6Br3Cl3O3 as an isolated structure, computed with wB97M-V/def2-TZVPD.

Values from the calculation:
E: -259118.9732 eV
highest occupied orbital energy: -10.5 eV
strongest force on any atom: 0.740 eV Å⁻¹
energy relative to the best compared isomer or geometry (same formula, charge and spin): 0.00 kJ/mol

Positions of all 20 atoms, in Å:
1 C -2.4396 -2.7837 -2.4696
2 Br -1.6899 -4.2139 -3.5005
3 Br -4.0420 -2.1206 -3.2648
4 Br -1.1515 -1.3945 -2.2162
5 H -2.6947 -3.1808 -1.4993
6 C 0.9222 -3.1071 1.0861
7 Cl 1.0971 -3.7432 2.7244
8 Cl 0.5525 -1.3921 1.1232
9 Cl -0.3087 -3.9998 0.1982
10 H 1.8679 -3.2532 0.5840
11 C 0.0929 2.1934 0.8148
12 C 0.5262 3.2964 -0.1594
13 O 1.7705 3.7534 0.3572
14 C 1.9315 3.3061 1.6259
15 O 2.8158 3.6178 2.3460
16 O 0.9895 2.3773 1.9239
17 H 0.2365 1.1734 0.4714
18 H -0.9209 2.3700 1.1623
19 H -0.1835 4.1244 -0.1155
20 H 0.6281 2.9767 -1.1920

One molecule with the formula C5H6BrN in a non-equilibrium geometry, computed with wB97M-V/def2-TZVPD.

Values from the calculation:
E: -76813.3389 eV
highest occupied orbital energy: -9.5 eV
strongest force on any atom: 2.643 eV Å⁻¹
energy relative to the best compared isomer or geometry (same formula, charge and spin): 0.00 kJ/mol
SMILES: CC(C)=C(Br)C#N

Positions of all 13 atoms, in Å:
1 C -0.6287 0.0432 -1.5164
2 C -0.0898 -0.0385 -0.1475
3 C 1.3135 0.4260 -0.0633
4 C -0.7506 -0.4077 0.9102
5 Br -2.5115 -1.0078 0.8809
6 C -0.1673 -0.5594 2.2271
7 N 0.4040 -0.5208 3.2438
8 H -1.7468 0.0743 -1.5577
9 H -0.1918 -0.8687 -2.1400
10 H -0.2767 1.0920 -1.8065
11 H 1.0746 1.5261 0.1961
12 H 1.8220 0.2506 -1.0566
13 H 1.7491 -0.0092 0.8299

One molecule with the formula C5H6BrN in a non-equilibrium geometry, computed with wB97M-V/def2-TZVPD.

Values from the calculation:
E: -76813.3299 eV
highest occupied orbital energy: -9.4 eV
strongest force on any atom: 4.434 eV Å⁻¹
energy relative to the best compared isomer or geometry (same formula, charge and spin): 0.87 kJ/mol
SMILES: CC1=CCN=C1Br

Positions of all 13 atoms, in Å:
1 C -0.4946 -1.6132 -0.2917
2 C -0.6148 -0.1676 -0.3563
3 C 0.3920 0.7268 -0.4132
4 C -0.1300 2.0588 -0.1680
5 N -1.5195 1.9202 0.0639
6 C -1.7876 0.6330 -0.1167
7 Br -3.4605 -0.1602 0.2365
8 H -0.1251 -1.9750 -1.3268
9 H -1.4845 -2.1506 0.0675
10 H 0.2452 -1.9450 0.3360
11 H 1.4092 0.5350 -0.5261
12 H 0.3802 2.4533 0.6052
13 H 0.0992 2.8012 -1.0394

An isolated ion of composition C5H6BrN4O and charge +1 in a non-equilibrium geometry, computed with wB97M-V/def2-TZVPD.

Values from the calculation:
E: -83318.4066 eV
net charge: +1
highest occupied orbital energy: -13.2 eV
strongest force on any atom: 5.709 eV Å⁻¹
energy relative to the best compared isomer or geometry (same formula, charge and spin): 283.04 kJ/mol
SMILES: C=Cn1nnc(CC(=O)Br)[nH+]1

Positions of all 17 atoms, in Å:
1 C -1.8063 -1.7057 -2.4860
2 C -0.4108 -1.3971 -2.1742
3 N -0.1548 -1.0487 -0.7442
4 N -0.6174 -1.8515 0.2169
5 N -0.2901 -1.3387 1.4434
6 C 0.4389 -0.1126 1.1288
7 C 1.0857 0.9874 2.0827
8 C 0.5568 2.4373 1.6278
9 O -0.5636 2.5228 1.0557
10 Br 1.5972 4.0999 1.9839
11 N 0.5021 0.0517 -0.3034
12 H -2.1054 -2.7990 -2.6395
13 H -2.5560 -0.8359 -2.5041
14 H 0.4357 -1.4472 -2.9480
15 H 2.2263 0.9138 2.0051
16 H 0.7571 0.7346 3.1547
17 H 0.9047 0.7887 -0.8997

One molecule with the formula C5H6BrNS in a non-equilibrium geometry, computed with wB97M-V/def2-TZVPD.

Values from the calculation:
E: -87648.9104 eV
highest occupied orbital energy: -9.1 eV
strongest force on any atom: 5.773 eV Å⁻¹
energy relative to the best compared isomer or geometry (same formula, charge and spin): 79.90 kJ/mol
SMILES: C[C@@H](Br)c1nccs1

Positions of all 14 atoms, in Å:
1 C 0.9011 -1.1807 1.7772
2 C 0.6549 0.3568 1.0614
3 Br 2.5025 1.0866 0.7336
4 C 0.0421 0.3560 -0.2253
5 N -0.4030 1.4143 -0.7868
6 C -1.2145 1.1660 -1.8459
7 C -1.3187 -0.1974 -2.1548
8 S -0.4950 -1.1441 -0.9473
9 H 0.8010 -1.0117 2.8404
10 H 1.9717 -1.5292 1.4213
11 H 0.0884 -1.7556 1.3681
12 H 0.2572 1.0817 1.8141
13 H -1.6985 1.9305 -2.2613
14 H -2.0892 -0.5731 -2.7946

Q: Look up the E of the fourth one.
A: -76813.3299 eV

Q: Which value of energy relative to the best compared isomer or geometry (same formula, charge and spin) does entry 6 give?
A: 79.90 kJ/mol

Q: What is the formula in the third record?
A: C5H6BrN